one:
The following is a DFT calculation (wB97M-V/def2-TZVPD) of a 2-piece molecular cluster, C11H15N overall.

Values from the calculation:
- LUMO energy (eV) = 1.0
- E_HOMO (eV) = -7.88

Each line ends with the Mulliken charge.
Positions of all 27 atoms, in Å:
C  -3.647  -0.615  -0.177  -0.25
C  -3.738  0.375  -1.352  -0.91
H  -4.037  -1.586  -0.462  0.28
H  -2.602  -0.732  0.078  -0.29
H  -4.213  -0.243  0.667  0.32
H  -4.375  1.237  -1.151  0.29
H  -4.084  -0.059  -2.294  0.29
H  -2.766  0.811  -1.601  0.30
C  0.520  1.903  2.043  -1.35
C  1.350  0.008  0.466  1.13
C  1.567  1.196  1.250  0.53
C  2.569  -0.307  -0.138  -0.55
C  2.871  1.516  1.118  -0.66
C  0.209  -0.732  0.128  -0.25
C  0.280  -1.758  -0.784  -0.56
C  1.526  -2.071  -1.352  -0.37
C  2.673  -1.390  -1.018  -0.93
N  3.490  0.615  0.276  -0.01
H  -0.689  -0.493  0.677  0.38
H  -0.586  -2.342  -1.063  0.39
H  1.539  -2.856  -2.091  0.37
H  0.248  1.306  2.913  0.29
H  -0.381  2.041  1.444  0.32
H  3.428  2.372  1.480  0.39
H  4.470  0.572  0.071  0.17
H  3.577  -1.660  -1.547  0.32
H  0.799  2.892  2.420  0.35

two:
The following is a DFT calculation (wB97M-V/def2-TZVPD) of a 2-piece molecular cluster, C11H15N overall.

Values from the calculation:
- LUMO energy (eV) = 0.9
- E_HOMO (eV) = -7.86

Each line ends with the Mulliken charge.
Positions of all 27 atoms, in Å:
C  1.730  -3.424  2.016  -0.69
C  1.333  -2.422  3.112  -0.82
H  1.279  -4.507  1.950  0.29
H  1.321  -3.056  0.991  0.19
H  2.794  -3.685  2.104  0.26
H  0.348  -2.343  3.414  0.34
H  1.591  -1.395  2.753  0.12
H  1.804  -2.611  4.053  0.38
C  -1.596  2.907  -2.968  -1.21
C  -1.001  0.357  -0.229  -0.78
C  -0.573  1.317  -1.226  0.72
C  -1.657  1.871  -1.986  0.73
C  -2.780  1.198  -1.467  -0.85
C  1.282  0.098  0.482  -0.06
C  -0.030  -0.292  0.494  -0.03
C  1.748  1.040  -0.410  -0.98
C  0.820  1.667  -1.258  -0.30
N  -2.371  0.343  -0.358  -0.03
H  2.091  -0.437  0.999  0.22
H  -0.241  -1.159  1.123  0.23
H  2.761  1.174  -0.334  0.47
H  0.962  2.439  -1.994  0.38
H  -2.975  -0.277  0.140  0.18
H  -3.809  1.373  -1.634  0.40
H  -2.682  3.248  -3.233  0.29
H  -0.891  2.612  -3.861  0.26
H  -1.258  3.965  -2.674  0.28

Name the most stable of them. one.

one:
The following is a DFT calculation (wB97M-V/def2-TZVPD) of a 3-piece molecular cluster, C5H10O overall.

Values from the calculation:
- LUMO energy (eV) = 0.9
- E_HOMO (eV) = -9.96

Each line ends with the Mulliken charge.
Positions of all 16 atoms, in Å:
C  1.352  0.871  0.842  -0.37
C  1.908  0.609  -0.337  -0.60
C  0.621  -2.041  -0.355  -0.18
O  -0.256  -2.018  -1.182  -0.43
C  -2.232  0.013  0.168  -0.39
C  -1.863  1.238  -0.193  -0.67
H  0.321  1.202  0.917  0.17
H  1.897  0.750  1.775  0.25
H  1.350  0.717  -1.265  0.26
H  2.936  0.265  -0.424  0.31
H  0.437  -1.877  0.724  0.27
H  1.675  -2.236  -0.634  0.31
H  -2.765  -0.167  1.099  0.23
H  -1.987  -0.854  -0.439  0.26
H  -2.079  2.111  0.419  0.31
H  -1.314  1.416  -1.116  0.28

two:
The following is a DFT calculation (wB97M-V/def2-TZVPD) of one molecule with the formula C5H10O.

Values from the calculation:
- LUMO energy (eV) = 1.0
- E_HOMO (eV) = -10.14

Each line ends with the Mulliken charge.
Positions of all 16 atoms, in Å:
O  -2.051  0.131  0.635  -0.55
C  -1.063  0.194  -0.388  0.20
C  -0.212  -1.083  -0.463  -0.73
C  0.974  -0.845  0.476  -0.62
C  1.320  0.616  0.168  -0.56
C  -0.054  1.300  0.000  -0.77
H  -2.618  -0.628  0.447  0.31
H  -1.555  0.380  -1.356  0.27
H  -0.802  -1.980  -0.245  0.41
H  0.173  -1.171  -1.487  0.27
H  1.803  -1.534  0.283  0.33
H  0.679  -0.959  1.527  0.28
H  1.933  1.095  0.938  0.32
H  1.892  0.656  -0.769  0.28
H  -0.395  1.708  0.955  0.27
H  -0.024  2.120  -0.723  0.28

Name the most stable of them. two.

one:
The following is a DFT calculation (wB97M-V/def2-TZVPD) of C4H10N2O2 as an isolated structure.

Values from the calculation:
- LUMO energy (eV) = 0.3
- E_HOMO (eV) = -9.15

Each line ends with the Mulliken charge.
Positions of all 18 atoms, in Å:
C  -0.868  0.446  -0.291  -0.63
C  0.058  0.392  0.905  -0.49
C  0.291  -0.299  -0.348  1.44
C  1.295  0.250  -1.267  -0.73
H  -2.078  -0.310  1.070  0.29
H  -2.842  0.608  -0.009  0.30
H  -0.876  1.190  -0.956  0.35
H  0.523  1.148  1.622  0.24
H  -0.177  -1.275  1.592  0.44
H  -1.051  -2.289  -0.325  0.37
H  0.886  -2.091  -1.113  0.30
H  2.424  -0.202  -1.373  0.35
H  0.912  0.465  -2.493  0.20
H  0.688  2.415  -0.809  0.34
N  -2.190  -0.231  0.053  -0.78
N  0.199  -1.792  -0.142  -0.84
O  -0.360  -0.420  1.986  -0.60
O  1.719  1.640  -0.808  -0.54

two:
The following is a DFT calculation (wB97M-V/def2-TZVPD) of a 2-piece molecular cluster, C4H10N2O2 overall.

Values from the calculation:
- LUMO energy (eV) = 0.8
- E_HOMO (eV) = -8.85

Each line ends with the Mulliken charge.
Positions of all 18 atoms, in Å:
O  -0.571  -0.453  1.930  -0.77
C  0.299  0.436  1.826  0.86
O  1.205  0.463  0.925  -0.82
C  0.299  1.564  2.845  -0.97
H  1.308  1.972  2.876  0.29
H  -0.394  2.325  2.488  0.22
H  -0.005  1.171  3.809  0.30
C  -0.288  -1.310  -1.514  -0.49
C  -0.267  -0.048  -1.942  -0.03
N  -0.807  0.452  -3.110  -0.45
N  0.462  -1.623  -0.305  -0.29
H  -0.865  -2.103  -1.966  0.35
H  0.245  0.720  -1.373  0.32
H  -1.039  1.420  -3.065  0.24
H  -1.479  -0.113  -3.591  0.21
H  1.082  -2.419  -0.419  0.31
H  -0.152  -1.764  0.518  0.39
H  0.969  -0.691  0.068  0.33

Name the most stable of them. two.

one:
The following is a DFT calculation (wB97M-V/def2-TZVPD) of C4H10N2O2 as an isolated structure.

Values from the calculation:
- LUMO energy (eV) = 0.8
- E_HOMO (eV) = -8.44

Each line ends with the Mulliken charge.
Positions of all 18 atoms, in Å:
C  -0.860  1.196  -0.704  -0.27
C  0.492  -2.018  1.356  -1.11
C  -0.610  2.374  0.178  -0.87
N  0.382  -0.376  -0.482  0.58
C  0.819  -0.640  0.832  0.63
N  0.167  -1.497  -1.304  -0.77
O  0.878  0.777  -1.157  -0.54
O  1.346  0.225  1.492  -0.59
H  1.039  -1.665  -1.811  0.24
H  -0.517  -1.229  -2.007  0.25
H  -1.639  0.538  -0.315  0.29
H  -1.072  1.409  -1.745  0.38
H  0.679  -2.022  2.427  0.33
H  -0.543  -2.288  1.150  0.31
H  1.118  -2.768  0.871  0.28
H  0.014  3.111  -0.318  0.26
H  -1.580  2.813  0.442  0.34
H  -0.113  2.061  1.095  0.25

two:
The following is a DFT calculation (wB97M-V/def2-TZVPD) of a 3-piece molecular cluster, C4H10N2O2 overall.

Values from the calculation:
- LUMO energy (eV) = 0.5
- E_HOMO (eV) = -9.04

Each line ends with the Mulliken charge.
Positions of all 18 atoms, in Å:
C  -2.359  -0.367  0.119  0.73
C  0.476  -1.823  0.085  -0.90
C  1.505  0.343  0.605  -1.15
C  -0.732  0.209  0.183  0.18
N  -0.850  1.516  0.114  -0.29
N  0.340  -0.442  0.398  0.18
O  -3.106  0.568  0.351  -0.69
O  -2.378  -1.569  -0.079  -0.66
H  0.867  -2.089  -0.892  0.38
H  1.108  -2.436  0.784  0.31
H  -0.570  -2.390  -0.084  0.29
H  2.299  -0.391  0.905  0.27
H  1.835  0.997  -0.192  0.32
H  1.471  1.042  1.414  0.46
H  1.285  1.325  -1.617  -0.21
H  -1.888  1.810  0.072  0.32
H  -0.009  2.111  0.118  0.24
H  0.705  1.587  -2.283  0.22

three:
The following is a DFT calculation (wB97M-V/def2-TZVPD) of a 2-piece molecular cluster, C4H10N2O2 overall.

Values from the calculation:
- LUMO energy (eV) = 0.8
- E_HOMO (eV) = -9.39

Each line ends with the Mulliken charge.
Positions of all 18 atoms, in Å:
C  1.808  2.645  -1.138  -0.99
C  1.781  1.455  -0.251  0.64
O  0.889  0.640  -0.295  -0.59
N  2.961  1.227  0.422  -0.42
H  2.779  3.079  -1.375  0.33
H  1.274  3.546  -0.793  0.28
H  3.091  0.458  1.044  0.24
H  3.553  2.024  0.634  0.20
H  1.257  2.430  -2.052  0.28
C  -2.121  -0.204  0.034  -0.65
C  -1.768  -1.617  0.210  0.68
O  -1.123  -2.377  -0.485  -0.61
N  -2.383  -2.202  1.332  -0.43
H  -2.599  0.009  -0.924  0.24
H  -1.279  0.503  0.067  0.11
H  -2.516  -3.198  1.338  0.23
H  -3.073  -1.687  1.859  0.20
H  -2.828  0.192  0.766  0.27

four:
The following is a DFT calculation (wB97M-V/def2-TZVPD) of a 2-piece molecular cluster, C4H10N2O2 overall.

Values from the calculation:
- LUMO energy (alpha / beta) (eV) = -0.1 / -0.1
- E_HOMO (alpha / beta) (eV) = -7.56 / -7.56

Each line ends with the Mulliken charge.
Positions of all 18 atoms, in Å:
C  -0.338  -1.460  -0.458  0.66
C  -0.633  1.232  1.491  -1.32
C  0.893  0.888  -0.492  0.24
N  -0.639  -1.443  0.864  -0.90
N  1.234  2.150  -0.584  -0.41
C  0.829  -0.318  -0.897  -0.42
O  -1.494  -1.173  -1.206  -0.49
O  0.285  -2.641  -0.964  -0.55
H  -0.188  -3.385  -0.567  0.34
H  -1.251  -1.208  -2.140  0.34
H  0.129  -1.879  1.371  0.22
H  -0.567  0.043  1.148  0.43
H  0.946  2.685  -1.392  0.24
H  1.399  2.678  0.264  0.27
H  1.599  -0.794  -1.487  0.43
H  0.252  1.671  1.954  0.27
H  -1.104  1.933  0.806  0.32
H  -1.352  1.017  2.288  0.34

Name the most stable of them. three.